{"formula": "H80O40", "method": "wB97M-V/def2-TZVPD", "orbital_gap_ev": 8.88, "homo_ev": -9.83, "e_above_lowest_kj_mol": 1588.3, "elements": ["H", "H", "O", "H", "H", "O", "H", "H", "O", "H", "H", "O", "H", "H", "O", "H", "O", "H", "O", "H", "H", "O", "H", "H", "O", "H", "H", "O", "H", "H", "O", "H", "O", "H", "H", "O", "H", "H", "O", "H", "H", "O", "H", "H", "O", "H", "H", "O", "H", "H", "O", "H", "O", "H", "H", "O", "H", "O", "H", "H", "O", "H", "H", "O", "H", "H", "O", "H", "H", "O", "H", "H", "O", "H", "H", "O", "H", "H", "O", "H", "H", "O", "H", "H", "O", "H", "H", "O", "H", "O", "H", "H", "O", "H", "H", "H", "H", "H", "H", "O", "H", "H", "O", "H", "H", "O", "H", "H", "O", "H", "H", "O", "H", "H", "O", "H", "H", "O", "H", "H"], "xyz": [[1.8936, -2.7196, 5.1223], [1.5923, -1.1850, 5.6411], [1.1172, -2.0796, 5.4447], [-5.7806, -2.1888, -1.6360], [-5.2356, -3.3440, -1.4316], [-5.2789, -2.8013, -2.2606], [-2.1832, 1.0148, -6.0624], [-2.5619, 1.4915, -4.6956], [-2.9861, 1.4432, -5.6259], [5.9535, -0.6600, 3.7334], [4.4300, -1.0377, 4.4130], [5.0707, -0.4453, 4.2004], [-1.1193, 3.9303, -4.4012], [-0.8642, 3.7432, -2.8696], [-0.4752, 4.0141, -3.6897], [3.9517, -3.4925, 0.2200], [3.8073, -4.1736, -0.3591], [-2.5965, 0.1520, -0.5941], [-2.5405, 0.4489, -1.4585], [5.0847, 3.1035, -2.7898], [3.4577, 2.7920, -2.7286], [4.3897, 2.4644, -2.3941], [-1.4588, 5.3225, 0.0929], [-1.0035, 4.4341, 1.0762], [-0.6407, 5.0217, 0.4146], [4.4227, -0.6457, 0.6611], [5.7223, -0.5763, 0.3567], [5.3040, -1.1241, 0.9992], [-3.6590, -3.9458, 0.1634], [-4.0797, -5.1513, 0.6416], [-4.3970, -4.5439, 0.0409], [2.1761, 3.3607, -0.2631], [2.4880, 4.1893, -0.7801], [4.3092, 2.0778, 1.7954], [4.5898, 2.6915, 3.2861], [4.1207, 2.0164, 2.7401], [-3.7552, 3.7061, -2.3986], [-4.1244, 2.7470, -3.7557], [-3.5124, 3.1028, -3.1102], [-0.7392, 1.0297, 6.4971], [-1.4167, 2.3105, 5.9886], [-0.6426, 1.7140, 5.9350], [1.4666, -0.3534, -4.5070], [0.5256, -1.1541, -3.5783], [1.2258, -0.3428, -3.7403], [1.5920, -4.2768, -1.3621], [1.4588, -3.2823, -2.4466], [1.1013, -4.0705, -2.1090], [-3.4932, -1.2226, -5.8956], [-4.5335, -1.2335, -4.7906], [-3.7333, -0.9479, -5.0736], [3.5516, 1.3303, 0.5637], [3.1371, 1.6624, -0.2997], [2.5138, 2.3635, 3.2037], [1.6491, 1.4666, 2.3996], [1.5071, 2.2881, 2.7980], [-3.9531, -0.5992, 2.0362], [-3.9116, -0.9998, 2.9888], [-1.4193, -5.6934, -1.8129], [-0.2770, -4.9886, -2.5444], [-0.6991, -5.8429, -2.5535], [-2.6530, 1.8770, 1.5321], [-2.3612, 1.0812, 2.8808], [-2.1117, 1.8381, 2.3340], [5.9925, 2.6934, -0.2776], [5.3631, 4.2045, -0.3396], [5.6364, 3.4176, 0.0775], [-0.8860, -2.1608, -2.7630], [-0.2621, -3.2137, -3.5571], [-0.4576, -2.3004, -3.4827], [0.8098, -1.2037, -0.9035], [-0.5157, -0.4331, -1.1134], [-0.0851, -1.3234, -0.9329], [4.4609, -4.8505, 1.5756], [5.3828, -3.5303, 1.4541], [4.9175, -4.2292, 2.0008], [-2.0917, 0.0790, 5.1520], [-3.5280, -0.5940, 4.8956], [-3.0590, 0.1905, 5.1810], [2.3733, 0.0764, 0.1090], [1.7534, -1.1069, 0.9918], [2.5517, -0.8722, 0.6320], [-2.3408, -1.3311, 0.3985], [-1.8991, -0.5081, 1.6078], [-2.5451, -0.4879, 0.8934], [3.6150, -0.6906, -2.6414], [4.0048, 0.6733, -2.4718], [3.9496, -0.0937, -1.9584], [0.2610, 1.0220, -0.2311], [0.7427, 0.4905, 0.3833], [0.5337, 2.5602, -1.4879], [-0.5437, 2.8395, -0.4216], [-0.3508, 2.3780, -1.2675], [3.9121, 2.2186, -0.7267], [4.4731, -4.5593, -0.6615], [-4.9062, -1.1652, 2.9736], [-2.6359, 1.3451, -1.7539], [1.6815, 4.7290, -0.7811], [1.0743, 1.2632, 1.0702], [-5.8878, 0.9514, -1.8912], [-5.4389, 1.5580, -1.3716], [-5.2844, 0.6872, -2.6169], [-1.9141, -2.4116, 4.6286], [-1.1459, -2.7409, 4.1195], [-2.5968, -2.2222, 4.0089], [-2.3688, -2.9442, -1.0877], [-1.4784, -2.3942, -1.1630], [-3.0455, -2.5280, -1.6670], [1.5133, 0.7288, 4.7426], [1.3422, 1.4461, 5.3033], [0.4955, 0.4516, 4.6933], [-4.8608, 3.0065, -0.4611], [-5.8325, 3.3123, -0.3459], [-4.4307, 3.7883, -0.3263], [2.0767, 3.0320, -3.5197], [1.5904, 2.1853, -3.5998], [1.3004, 3.6039, -3.2966], [-1.9872, -3.9527, 1.8861], [-1.5512, -3.9714, 2.8533], [-1.2906, -4.2195, 1.3050]], "atomic_forces_ev_per_a": [[-2.505, 2.280, 1.145], [-1.043, -2.074, -0.798], [3.561, -0.214, -0.562], [0.340, 0.573, -2.191], [0.945, -1.428, -1.327], [-1.161, 0.844, 3.553], [-1.777, 0.762, 0.365], [-1.351, -0.103, -1.854], [3.436, 0.069, 1.400], [-3.121, -0.569, 1.201], [-1.915, -3.424, 0.227], [5.020, 3.960, -1.365], [-0.111, -0.109, 0.313], [-0.804, -0.497, 0.526], [0.644, 0.598, -0.693], [0.892, 2.635, 1.888], [-10.771, 2.268, 1.134], [-0.462, 0.661, 3.008], [0.693, -0.812, -4.404], [-1.976, -1.602, 0.885], [1.609, -0.249, 0.426], [0.651, 2.416, -1.740], [-1.491, 1.335, -1.301], [0.612, -0.533, 1.055], [0.930, -0.916, 0.421], [1.090, -2.611, 1.954], [2.272, 0.176, -0.957], [-3.139, 1.782, -1.059], [0.361, 1.051, -0.604], [0.300, -2.872, 2.159], [-0.732, 1.900, -1.495], [1.292, 1.692, -0.986], [-1.648, -1.416, 1.146], [0.588, 1.078, 0.624], [-0.080, -0.787, -1.331], [0.327, 0.302, 1.124], [-1.162, -0.541, -0.918], [-0.874, 0.669, 0.458], [2.149, -0.289, 0.211], [-0.865, -3.366, 3.326], [0.548, -0.793, 0.079], [-0.007, 4.161, -3.045], [4.191, -0.340, -13.845], [1.979, 2.142, -0.825], [-5.757, -1.400, 14.420], [1.719, -0.806, 2.275], [0.870, 1.688, -0.535], [-1.702, -0.379, -1.504], [0.405, -1.406, -3.411], [-3.665, -1.807, 0.817], [3.004, 2.457, 2.907], [-1.079, 0.611, -1.920], [2.578, 1.047, 2.005], [-3.335, -0.180, -1.695], [0.291, -2.369, -0.112], [2.574, 2.976, 1.245], [1.314, -0.982, 2.050], [-3.532, 0.518, -2.891], [1.955, -0.616, -2.360], [0.647, 0.247, 0.114], [-3.104, -0.278, 2.296], [-0.065, -0.592, 0.553], [-0.504, 0.279, -0.078], [0.370, 0.628, -0.229], [2.091, -3.397, -3.319], [-0.186, 0.502, -1.628], [-1.851, 2.795, 5.145], [-4.338, 1.260, 7.208], [0.107, -1.306, -0.116], [3.785, -0.109, -7.817], [3.845, 0.575, 0.160], [0.723, -1.531, 0.169], [-5.325, 0.237, -0.991], [-2.501, -3.377, -3.273], [-1.102, -1.569, 0.749], [4.003, 5.117, 3.326], [-0.910, -0.628, -0.102], [0.593, -0.056, -0.126], [0.492, 1.287, 0.650], [0.382, -3.923, 1.528], [-2.832, -0.616, 1.431], [3.895, 2.929, -3.062], [-0.496, 0.526, 0.687], [0.247, 0.224, -0.071], [0.475, -1.619, -0.709], [-0.084, -0.473, 0.455], [0.490, 2.457, -0.762], [-0.151, -2.857, 0.124], [-0.842, 0.753, -0.850], [0.485, 3.927, 3.955], [2.159, 0.592, -0.396], [0.417, -0.071, -0.814], [-2.400, -0.005, 1.022], [-1.881, -1.349, 0.525], [9.241, -4.718, -3.839], [1.626, -0.184, 0.947], [-0.186, 0.645, 0.660], [0.342, 0.203, 0.068], [-1.450, -2.589, -2.718], [-1.308, -2.338, -2.376], [1.728, 1.604, 1.285], [-0.396, 0.237, 0.851], [1.601, -0.728, 0.522], [-0.467, 0.669, 0.682], [-0.903, 0.204, -1.203], [1.936, 1.866, -0.270], [-2.326, -1.437, 0.450], [0.475, -0.263, 0.166], [-3.043, -3.563, -0.320], [0.130, 2.112, 1.259], [3.350, 0.619, -0.409], [-4.319, -1.745, 0.089], [2.161, -1.017, -0.281], [2.152, 3.239, 0.749], [-1.531, -0.447, 0.318], [0.646, 0.005, -0.238], [0.921, 0.049, -0.559], [0.740, 0.308, 3.837], [-1.645, -0.199, -3.416], [0.816, -0.276, -0.626]], "mulliken_charge": [0.312, 0.355, -0.635, 0.348, 0.228, -0.593, 0.313, 0.274, -0.616, 0.284, 0.241, -0.542, 0.301, 0.289, -0.676, 0.348, -0.591, 0.355, -0.032, 0.268, 0.509, -0.772, 0.279, 0.286, -0.573, 0.285, 0.365, -0.638, 0.252, 0.316, -0.685, 0.251, -0.583, 0.212, 0.310, -0.742, 0.187, 0.263, -0.516, 0.289, 0.269, -0.613, 0.186, 0.301, -0.508, 0.171, 0.232, -0.540, 0.228, 0.239, -0.444, -0.435, 0.725, 0.469, 0.338, -0.656, 0.173, -0.486, 0.337, 0.352, -0.661, 0.262, 0.234, -0.548, 0.266, 0.271, -0.583, 0.114, 0.275, -0.558, -0.117, 0.117, 0.264, 0.304, 0.297, -0.624, 0.356, 0.262, -0.616, 0.518, 0.210, -0.601, 0.121, 0.222, -0.384, 0.228, 0.260, -0.375, 0.107, 0.149, -0.176, 0.092, -0.029, 0.138, 0.238, 0.271, -0.033, 0.273, -0.416, -0.638, 0.397, 0.329, -0.592, 0.204, 0.373, -0.095, -0.150, 0.367, -0.576, 0.286, 0.319, -0.576, 0.281, 0.246, -0.645, 0.261, 0.250, -0.575, 0.258, 0.286]}